# 1
38
Properties=species:S:1:pos:R:3 method="wB97M-V/def2-TZVPD" e_lumo_ev=-3.70 multiplicity=1 de_lowest_kcal_mol=45.4 gap_ev=9.79 e_tot_ha=-897.722877 total_charge=+1
N -0.75508 -0.08258 -0.27855
H 0.12371 0.31252 -0.59089
H -0.59377 -0.92528 0.28301
H -1.24422 -0.46526 -1.08485
H -1.19891 0.69145 0.23806
O 1.71790 -0.53729 1.27979
H 2.19421 -0.99925 1.94672
H 1.42122 0.33959 1.67949
O -1.33683 -3.38807 -1.31688
H -0.90719 -3.76632 -2.07624
H -0.60842 -3.14032 -0.78117
O -0.03508 2.92659 -0.97362
H -0.00559 3.83071 -1.29635
H 0.87310 2.73604 -1.03382
O 2.16530 1.11491 -1.66167
H 2.64717 1.39061 -2.43001
H 2.65087 1.56816 -0.90958
O 0.86212 -1.52912 -2.44562
H 1.71822 -1.55152 -2.84371
H 0.32185 -2.18375 -2.91838
O -1.90267 -1.25888 2.90492
H -2.78166 -1.36660 2.45386
H -1.91762 -0.36395 3.32570
O 1.08379 -3.06390 -0.11150
H 1.54563 -2.59324 -0.81066
H 1.51889 -2.67188 0.60985
O -0.50528 3.99213 1.34801
H -0.46294 3.53977 0.48020
H 0.30842 4.50217 1.26825
O -0.99991 1.63810 -3.06076
H -0.36930 1.16831 -3.67370
H -0.59991 1.90202 -2.26097
O 0.00336 -3.00980 2.47544
H 0.80502 -2.50451 2.77264
H -0.74196 -2.37686 2.57724
O -2.00235 1.83868 2.14071
H -1.57737 2.64427 1.91429
H -1.41475 1.64236 2.86076

=====

# 2
43
Properties=species:S:1:pos:R:3 method="wB97M-V/def2-TZVPD" e_lumo_ev=1.82 multiplicity=1 de_lowest_kcal_mol=45.5 gap_ev=8.94 e_tot_ha=-1274.127365 total_charge=-1
N -13.06300 9.17800 3.61500
O -11.81300 9.22200 3.59100
O -13.57300 8.65200 4.60400
O -13.68300 9.19100 2.50800
O -14.10100 6.10100 6.14600
H -15.01500 5.82500 6.05800
H -14.17400 7.01600 5.87100
O -13.85000 6.52500 2.32000
H -13.33700 7.32100 2.33000
H -13.51000 6.03300 1.55900
O -15.41600 11.45500 2.19900
H -14.94200 11.88000 1.48100
H -15.03100 10.61600 2.38200
O -11.52700 10.48500 1.03400
H -11.23800 10.87500 0.17300
H -12.14300 11.09300 1.48500
O -9.35600 10.79500 2.48800
H -10.17500 10.56300 2.03000
H -8.86200 10.30900 1.83200
O -11.35400 7.77300 1.01600
H -11.80000 8.57200 1.21800
H -10.48100 8.14700 0.72000
O -16.08400 7.91400 0.66000
H -15.23500 7.72100 1.09400
H -15.78400 7.96900 -0.24800
O -11.19700 11.75200 5.16800
H -11.64900 12.21500 4.45400
H -11.17400 10.82100 4.95200
O -11.49600 8.09100 6.18100
H -10.87700 8.76300 5.95900
H -12.21900 8.26100 5.62800
O -10.12500 6.42200 3.03000
H -10.63900 7.00100 2.38000
H -10.84000 6.14000 3.58200
O -14.88300 8.86900 7.34700
H -15.38100 9.54300 7.75900
H -15.35300 8.66500 6.53900
O -8.58900 8.48100 3.48900
H -9.22300 7.73100 3.52100
H -9.10500 9.26700 3.25900
O -13.87800 9.60300 -0.31300
H -14.76400 10.00700 -0.26400
H -13.21300 9.88100 0.33200